The following is a quantum chemistry calculation of a structure of composition C6H9FN2O3SYb in a non-equilibrium geometry, from OMol25.

Positions of all 23 atoms, in Å:
1 C 3.75076 -1.47446 0.01201
2 C 2.84490 -0.76098 0.31415
3 N 1.77467 0.05596 0.64163
4 C 0.63366 -0.30986 -0.28447
5 C -0.69644 0.30314 0.02002
6 O -0.82540 1.30219 0.75105
7 N -1.72266 -0.35573 -0.58136
8 C -2.82666 0.52414 -1.04826
9 C -2.19766 -1.51985 0.21772
10 S 2.35860 1.71660 0.42590
11 O 3.73704 1.78180 0.20063
12 O 1.84632 2.40919 1.58332
13 F 1.59984 2.20914 -0.79723
14 H 4.58797 -2.10073 -0.19765
15 H 0.48064 -1.38272 -0.17205
16 H 0.84367 -0.13659 -1.34081
17 H -3.05848 1.32068 -0.34726
18 H -3.70846 -0.09474 -1.17210
19 H -2.56669 0.91364 -2.02651
20 H -1.35691 -2.03504 0.68094
21 H -2.66849 -2.23615 -0.44629
22 H -2.90065 -1.18585 0.98039
23 Yb 0.07044 1.05623 2.58622

Values from the calculation:
* electronic energy: -60553.11180 eV
* largest force on an atom: 2.867 eV/A
* HOMO-LUMO gap: 8.66 eV
* net charge: +2

=====

The following is a quantum chemistry calculation of an isolated molecule of C6H9FN4 in a non-equilibrium geometry, from OMol25.

Positions of all 20 atoms, in Å:
1 C -1.06968 2.49362 -2.68385
2 C -0.58862 1.44320 -1.71557
3 C 0.56324 0.11257 0.05689
4 C 1.34480 -0.65320 1.01098
5 C 0.60926 -2.06794 1.20739
6 C -0.54126 -1.78104 2.14167
7 H -2.19069 2.67112 -2.99918
8 H -0.58880 3.37654 -2.32711
9 H -0.51679 2.34321 -3.72432
10 H 2.39410 -0.87049 0.77905
11 H 1.41705 -0.38645 2.14579
12 H 0.17519 -2.55213 0.20535
13 H 1.24143 -2.75698 1.80764
14 H -1.27952 -1.07511 1.70778
15 H -1.18866 -2.62275 2.43051
16 N 0.08090 0.38830 -2.06416
17 N 0.55879 -0.40700 -1.11655
18 N 0.15506 1.34689 0.39301
19 N -0.53326 2.04128 -0.45985
20 F -0.04251 -1.04362 3.20452

Values from the calculation:
* energy relative to the best compared isomer or geometry (same formula, charge and spin): 190.09 kJ/mol
* electronic energy: -15041.91985 eV
* largest force on an atom: 5.293 eV/A
* HOMO-LUMO gap: 8.73 eV
* structure (SMILES): Cc1nnc(CCCF)nn1

=====

The following is a quantum chemistry calculation of a cluster of 2 separate species, C6H9FN4 in total in a non-equilibrium geometry, from OMol25.

Positions of all 20 atoms, in Å:
1 C 2.46314 0.82825 0.28740
2 C 2.06706 -0.47510 -0.19970
3 C -0.82344 1.25725 -0.47442
4 C -2.64367 -0.45383 0.48421
5 C -1.09587 2.66620 -0.12315
6 C -2.02672 -1.78070 0.28914
7 N 1.42600 1.59775 0.27847
8 N 0.79424 -0.41762 -0.49774
9 N 0.40625 0.84440 -0.20788
10 N 2.82603 -1.59243 -0.27423
11 F -3.66103 -0.28924 -0.36529
12 H 3.43309 1.15510 0.60816
13 H -2.16340 2.86128 -0.17107
14 H -0.70316 2.92795 0.86243
15 H -0.58838 3.30753 -0.84694
16 H -1.67503 -2.16877 1.24312
17 H -1.13651 -1.58302 -0.31485
18 H -2.65423 -2.50611 -0.22818
19 H 3.82210 -1.48584 -0.34402
20 H 2.41769 -2.36726 -0.76805

Values from the calculation:
* energy relative to the best compared isomer or geometry (same formula, charge and spin): 419.83 kJ/mol
* electronic energy: -15039.53878 eV
* largest force on an atom: 1.544 eV/A
* HOMO-LUMO gap (spin up / spin down): 7.34 / 7.34 eV

=====

The following is a quantum chemistry calculation of a structure of composition C6H9I in a non-equilibrium geometry, from OMol25.

Positions of all 16 atoms, in Å:
1 C 0.85319 -0.74453 -0.43861
2 C 1.43755 0.29310 0.08195
3 C -0.17231 -0.81392 0.65368
4 C 0.55567 0.39687 1.20433
5 C -1.65860 -0.76951 0.37316
6 C 0.54445 1.04948 2.36450
7 I 0.01408 0.41295 -4.90905
8 H 1.22580 -1.37192 -1.22980
9 H 2.26455 0.86856 -0.36081
10 H -0.02225 -1.72265 1.32792
11 H -1.70833 -0.96327 -0.72303
12 H -2.13505 0.30042 0.56218
13 H -2.15327 -1.47901 0.89804
14 H -0.17448 1.88628 -5.37676
15 H -0.20156 0.85980 3.08472
16 H 1.33056 1.79736 2.48755

Values from the calculation:
* energy relative to the best compared isomer or geometry (same formula, charge and spin): 153.10 kJ/mol
* electronic energy: -14465.44696 eV
* largest force on an atom: 5.182 eV/A
* HOMO-LUMO gap: 9.43 eV

=====

The following is a quantum chemistry calculation of a structure of composition C6H9N in a non-equilibrium geometry, from OMol25.

Positions of all 16 atoms, in Å:
1 C -1.01179 0.35036 -0.35229
2 C 1.18168 -0.98832 -1.77306
3 C -0.18708 0.68017 1.49191
4 C 0.45587 -1.22074 -0.46680
5 C -0.66489 1.64591 2.24702
6 N 0.82811 -0.18520 1.59399
7 C 1.13578 -1.01261 0.74072
8 H -0.17553 -2.10882 -0.46062
9 H -1.40037 -0.31513 -1.13145
10 H -0.57206 1.22108 -0.83286
11 H -1.94534 0.63408 0.13410
12 H -1.49596 2.24725 1.90445
13 H -0.24843 1.85592 3.22397
14 H 1.84870 -1.82341 -1.99535
15 H 0.46786 -0.90085 -2.59336
16 H 1.78343 -0.07969 -1.73038

Values from the calculation:
* energy relative to the best compared isomer or geometry (same formula, charge and spin): 593.04 kJ/mol
* electronic energy: -7852.01321 eV
* largest force on an atom: 1.613 eV/A
* HOMO-LUMO gap: 9.11 eV

=====

The following is a quantum chemistry calculation of a cluster of 2 separate species, C6H9N in total, from OMol25.

Positions of all 16 atoms, in Å:
1 C 1.76296 0.66259 -0.14847
2 N 0.71177 -0.04729 -0.33748
3 C 0.01551 -0.96998 0.56856
4 C -1.29425 -0.21275 0.79287
5 C -1.26996 1.03939 -0.08096
6 C -0.52988 0.14452 -1.11975
7 C -1.12141 -1.09201 -0.41473
8 H 2.19358 1.24742 -0.95459
9 H 2.50999 -1.29849 1.09545
10 H 2.19455 0.70243 0.84259
11 H 1.76719 -1.48605 1.18071
12 H -1.88663 -0.38155 1.68617
13 H -0.68746 1.91004 0.25950
14 H -2.26553 1.34924 -0.40605
15 H -0.45447 0.39729 -2.17998
16 H -1.64596 -1.96479 -0.78386

Values from the calculation:
* energy relative to the best compared isomer or geometry (same formula, charge and spin): 702.15 kJ/mol
* electronic energy: -7850.88234 eV
* largest force on an atom: 0.554 eV/A
* HOMO-LUMO gap (spin up / spin down): 7.63 / 7.63 eV